Formula: C39H44AsPb
Source: OMol25
Level of theory: ωB97M-V with the def2-TZVPD basis set

Structure (XYZ):
```
85
Properties=species:S:1:pos:R:3:forces:R:3
H -2.7795 0.0045 -3.8693 0.04 -0.02 0.27
C -4.2466 1.7157 2.7543 0.08 -0.12 -0.17
H -3.6494 -2.4606 0.6305 0.16 -0.11 -0.26
H -0.0253 -0.5309 -4.9914 0.17 -0.09 0.22
H 2.3192 2.3189 -4.4818 0.10 -0.06 0.30
C -2.4200 0.0472 -2.8275 -0.55 -0.43 -0.15
C -3.4383 0.1883 1.0450 0.00 0.11 0.44
H -4.9794 2.4505 3.0926 0.21 -0.25 -0.10
H 2.8673 4.2776 1.2835 0.29 0.49 -0.72
H -2.8148 -2.0570 3.5884 0.26 -0.19 0.07
H 0.5132 3.3248 1.1633 -0.03 -0.74 -0.04
C -1.9170 -3.7391 4.6107 0.14 0.04 -0.27
H -2.1662 -0.9805 -2.5259 -0.11 0.25 -0.16
H -3.2603 0.3796 -2.2052 0.15 -0.04 -0.15
H -0.8148 -5.4167 5.4128 -0.02 0.23 -0.25
C 3.0051 -1.7784 -1.6157 1.04 0.16 -1.76
H 2.5979 -2.7846 -1.8338 -0.25 0.97 -0.23
H -0.5915 2.0442 1.9039 1.07 -0.29 -0.49
C -1.2481 2.2489 -2.1077 0.80 -0.65 -0.16
As -0.8733 -1.2885 1.2665 -1.14 -0.85 0.53
C 0.8549 1.8505 -2.9901 -0.64 -0.33 0.85
Pb 0.7429 0.7354 -0.3730 -1.79 1.10 -2.39
C 0.4508 2.3042 1.5878 0.79 1.04 1.94
H 4.5919 -1.8830 -3.2357 -0.56 0.09 0.84
C 0.4565 4.1793 -1.8829 0.07 0.68 0.05
C -0.9493 -2.6673 2.6695 0.35 -0.22 -0.03
C -4.3876 1.1139 1.4998 0.11 -0.05 0.09
H 0.1114 -1.4297 -3.4698 0.00 0.19 -0.16
H -3.5498 -0.2777 0.0645 0.05 0.25 0.26
C 4.2080 -1.3505 -2.3423 -0.60 -0.39 -0.02
H 3.9339 0.6439 3.1833 -1.05 0.75 -0.30
C 0.4330 -0.5141 -3.9884 0.12 -0.48 -0.45
H 4.2015 3.2321 0.7848 -0.17 0.02 0.74
C -1.9760 -2.7531 3.6147 0.29 -0.22 0.13
C -1.6470 -2.3696 -0.1858 0.33 -0.02 0.10
H 0.9506 -5.3249 3.6516 -0.25 0.20 0.03
C -2.9840 -2.7736 -0.1757 0.07 -0.17 -0.45
C -3.1644 1.3804 3.5747 0.11 -0.20 -0.14
C -2.3678 -0.1636 1.8767 0.23 0.29 -0.23
C 2.2640 2.0212 -3.4203 0.60 0.17 -0.48
C 4.8558 -0.1987 -1.9464 -0.07 0.30 -1.05
H 1.4226 0.9031 2.8978 0.46 1.12 0.06
H -3.0424 1.8488 4.5527 -0.09 -0.13 -0.28
H 2.8391 1.0912 -3.3112 -0.11 0.21 -0.09
C -1.2455 -3.6822 -2.1818 -0.04 -0.01 0.16
H -0.5562 -4.0668 -2.9375 -0.27 0.12 0.20
H 0.2586 4.3748 -0.8163 0.04 0.03 -0.29
C 0.0971 -3.6066 2.6645 -0.39 0.09 0.48
H -2.9692 -4.6906 -3.0032 0.09 0.22 0.26
C 1.5988 1.8813 2.3768 -1.94 0.49 0.24
H 2.6214 2.9887 0.1311 -0.20 -0.41 1.19
H -5.2409 1.3598 0.8638 0.28 -0.02 0.21
H 0.8700 -3.5545 1.8940 -0.13 -0.05 0.26
C 2.8213 2.6001 2.4571 0.30 -5.31 -4.10
C -3.4646 -3.5864 -1.2111 0.13 0.12 0.22
C 4.5255 0.3804 -0.7223 1.55 -0.40 -2.01
C -1.2598 0.9588 -2.7113 0.68 0.48 0.82
H 4.2432 2.1793 3.9182 0.49 -0.23 0.10
H 3.8986 0.2788 0.9588 -2.10 -0.15 2.35
H 4.9876 1.2871 -0.3860 0.81 0.00 0.26
H 0.2976 -2.5746 -1.1303 -0.42 -0.04 -0.09
C -2.4058 2.9077 -1.4592 -0.63 0.33 0.15
C -2.5987 -4.0412 -2.2076 0.23 0.11 0.02
C 2.4765 -0.8864 -0.7029 5.06 -1.40 3.14
H -2.7015 -3.7821 5.3679 0.22 -0.04 -0.24
C 3.1466 3.2383 1.0940 -0.09 2.20 0.11
C -0.8611 -4.6548 4.6327 0.02 0.20 -0.20
H -2.8969 2.2566 -0.7189 0.12 0.21 -0.20
C -0.7651 -2.8425 -1.1724 -0.42 0.00 0.12
C 0.0509 2.8120 -2.2897 -0.06 -0.98 0.11
C 0.0343 0.7057 -3.2527 0.32 0.58 0.97
H -4.5186 -3.8697 -1.2243 0.34 0.02 0.00
H -2.1100 3.8325 -0.9466 -0.09 -0.20 -0.11
C 0.1366 -4.5982 3.6501 -0.14 0.12 -0.10
C -2.2285 0.4359 3.1423 -0.31 0.16 -0.28
H 2.7818 2.7944 -2.8355 -0.11 -0.17 -0.16
H -3.1669 3.1754 -2.2108 0.13 0.01 0.26
C 4.0015 1.7330 2.9451 0.93 0.59 1.87
H 1.5208 -0.5722 -4.1186 -0.20 0.03 -0.03
C 3.6711 -0.2557 0.0823 -3.72 0.72 -1.48
H -1.3917 0.1597 3.7892 -0.22 0.11 -0.16
H 1.5232 4.3616 -2.0662 -0.25 -0.02 0.06
H -0.1085 4.9344 -2.4555 0.22 -0.14 0.21
H 5.6465 0.2921 -2.5136 -0.14 -0.53 -0.17
H 4.9533 1.7745 2.3768 -0.74 0.59 -0.07
```
Positions in Å, forces in eV/Å.

Total charge   +1
Molar mass   794.90 g mol⁻¹
ΔE to the lowest compared entry with this formula, charge and spin   269.4 kJ/mol
2S+1   1
HOMO (alpha / beta)   -9.6721 / -9.5006 eV
Frontier orbital gap (alpha / beta)   4.51 / 4.76 eV
E   -3940.5739 Eh